C21H26N2O8 | the ωB97M-V functional and the def2-TZVPD basis

## Properties
energy above the lowest of the compared OMol25 structures with the same formula, charge and spin: 0.000 eV
lowest unoccupied orbital energy: -0.0034 hartree
HOMO-LUMO gap: 0.287 Eh
HOMO: -7.9 eV
SMILES string: CCOC(=O)C1=C(COC(=O)/C=C/c2cc(OC)c(OC)c(OC)c2)NC(=O)N[C@@H]1C

Geometry (Å):
C 5.7863 5.8033 3.2809
C 4.5823 4.9230 3.5588
H 4.8845 3.9482 3.9582
H 3.9037 5.3878 4.2831
O 3.8815 4.7213 2.3326
C 2.7331 4.0249 2.4186
O 2.3131 3.5932 3.4723
C 2.0768 3.8853 1.1257
C 0.9636 3.1325 0.9625
N 0.3396 3.0838 -0.2509
C 0.6056 3.9620 -1.2958
O -0.1088 4.0070 -2.2714
N 1.6629 4.7746 -1.0844
H 1.9045 5.3705 -1.8618
C 2.6931 4.5468 -0.0858
C 3.8210 3.6723 -0.6492
H 4.6047 3.5675 0.0945
H 3.4373 2.6857 -0.8982
H 4.2416 4.1260 -1.5441
H 3.1045 5.5222 0.1974
H -0.4974 2.5235 -0.3444
C 0.3248 2.3170 2.0555
H -0.2807 2.9574 2.7015
H 1.1082 1.8527 2.6622
O -0.5529 1.3285 1.5434
C 0.0464 0.2523 0.9656
O 1.2450 0.1580 0.8524
C -0.9495 -0.7133 0.5164
C -0.5695 -1.8495 -0.0928
C -1.4116 -2.9042 -0.5957
C -0.8097 -4.0140 -1.1892
C -1.5534 -5.0696 -1.6953
C -2.9556 -5.0253 -1.6150
C -3.5665 -3.8988 -1.0125
C -2.8066 -2.8614 -0.5133
H -3.2811 -2.0099 -0.0586
O -4.9258 -3.9499 -0.9828
C -5.6236 -2.8717 -0.4103
H -6.6782 -3.1271 -0.4998
H -5.4322 -1.9362 -0.9464
H -5.3721 -2.7435 0.6478
O -3.8456 -5.9497 -2.0474
C -3.4405 -7.1176 -2.7239
H -2.9037 -6.8863 -3.6461
H -4.3682 -7.6371 -2.9639
H -2.8176 -7.7562 -2.0945
O -0.9784 -6.1722 -2.2776
C 0.4229 -6.2273 -2.3847
H 0.9046 -6.2203 -1.4019
H 0.6354 -7.1730 -2.8813
H 0.8150 -5.4052 -2.9916
H 0.2659 -4.0377 -1.2460
H 0.4974 -1.9911 -0.2211
H -1.9763 -0.4497 0.7107
H 6.4382 5.3273 2.5533
H 5.4656 6.7628 2.8843
H 6.3396 5.9660 4.2011

=====

C21H26N3 | the ωB97M-V functional and the def2-TZVPD basis

## Properties
energy above the lowest of the compared OMol25 structures with the same formula, charge and spin: 0.000 eV
lowest unoccupied orbital energy: -0.1103 hartree
HOMO-LUMO gap: 0.292 Eh
charge: +1
HOMO: -10.9 eV
SMILES string: Cn1c(C[C@H](c2ccccc2)N2CCCC2)[n+](C)c2ccccc21

Geometry (Å):
C 0.9916 -2.7141 -1.4562
N 1.4636 -1.3462 -1.4370
C 0.7591 -0.1965 -1.2434
C -0.7066 -0.0738 -0.9176
N 1.5832 0.8307 -1.5457
C 1.2267 2.2181 -1.7093
C 2.8469 0.3350 -1.9250
C 2.7704 -1.0326 -1.8604
C 3.8797 -1.8455 -2.0560
C 5.1094 -1.1938 -2.2166
C 5.1887 0.2068 -2.2688
C 4.0359 1.0015 -2.1774
H 1.8807 -3.3474 -1.3584
H 0.3105 -2.9310 -0.6247
H 0.5036 -2.9545 -2.4170
H -1.2385 0.4389 -1.7407
H -1.0423 -1.1193 -0.8948
H 2.1690 2.7654 -1.7983
H 0.6335 2.3751 -2.6265
H 0.6718 2.6079 -0.8456
H 3.7693 -2.9316 -2.0598
H 6.0212 -1.7774 -2.2837
H 6.1552 0.6831 -2.3647
H 4.0375 2.0853 -2.2704
C -4.5348 1.4016 1.6238
C -4.5439 2.0519 0.2312
C -3.1317 1.8219 -0.3566
N -2.5556 0.7383 0.4321
C -1.1078 0.5456 0.4016
C -0.6356 -0.3051 1.5727
C -1.3137 -1.4898 1.8846
C -0.9117 -2.1896 3.0203
C 0.2073 -1.7884 3.7390
C 0.9416 -0.6579 3.3455
C 0.5170 0.0847 2.2421
C -3.2558 0.5594 1.6824
H -4.5035 2.1381 2.4271
H -5.3883 0.7360 1.7639
H -5.2962 1.5679 -0.4035
H -4.7690 3.1192 0.2936
H -3.1675 1.5950 -1.4369
H -2.5351 2.7528 -0.2506
H -0.6216 1.5337 0.5541
H -2.1668 -1.8052 1.2864
H -1.4930 -3.0627 3.3100
H 0.5318 -2.3679 4.6066
H 1.8433 -0.3526 3.8756
H 1.0580 0.9844 1.9109
H -2.6336 0.8031 2.5659
H -3.5537 -0.4987 1.7763